[1]
ORCA calculation (wB97M-V/def2-TZVPD) on 13 unconnected molecules or ions with the total composition C45H122N6O13 at a distorted geometry.

```
186
Properties=species:S:1:pos:R:3:mulliken_charge:R:1
O 5.279 -4.027 -0.565 -0.680
O 5.862 -0.640 -0.675 -0.620
O -2.921 -0.676 7.532 -0.341
O 4.075 3.261 -4.627 -0.373
O 2.083 -1.678 -5.064 -0.631
O -0.268 7.418 -1.045 -0.621
O -3.861 -2.786 4.000 -0.531
O 0.955 -0.793 3.759 0.012
O -1.029 -1.062 0.123 1.718
O -5.202 1.486 -2.056 0.000
O -5.571 -1.907 2.013 -0.328
O -4.180 -2.770 -1.596 -0.178
O 3.376 3.743 1.252 -0.426
N -3.878 -0.356 0.306 0.791
N -1.321 -3.886 -1.225 -0.300
N -3.556 0.759 -4.316 -0.889
N -1.408 -1.144 5.248 -0.015
N 1.545 1.272 -6.411 -0.499
N 5.840 1.010 1.954 -0.433
C 4.679 -4.091 0.693 0.152
C -3.984 1.403 2.103 -2.324
C 1.640 -2.611 -2.928 -0.431
C -1.328 1.382 4.886 -1.651
C 4.239 4.024 -3.469 -0.525
C 4.692 -0.884 -2.775 -0.865
C 0.038 1.016 -0.536 -0.418
C -1.837 2.382 -3.566 -0.892
C -2.870 -3.628 3.457 0.347
C -3.004 0.242 6.451 -0.275
C -3.061 1.511 -3.062 2.764
C 2.894 1.849 -6.279 0.632
C 2.063 -0.804 4.618 0.709
C -3.431 -4.945 3.021 -1.750
C -6.549 2.003 -1.984 -0.992
C 3.386 2.683 -7.437 -1.577
C 2.806 2.680 -4.960 -0.334
C -0.118 6.031 -0.825 0.467
C -2.197 -2.999 2.277 -0.247
C -2.872 -5.178 -2.637 -1.721
C -2.155 -3.821 -2.414 0.602
C 0.933 5.358 -1.689 -1.034
C 5.249 -3.044 1.650 -0.564
C 6.526 3.419 1.934 -1.457
C 0.013 -0.988 -3.955 0.098
C 2.254 -2.264 5.185 -1.581
C -0.033 -0.057 0.492 1.134
C -4.123 -1.330 7.799 -0.586
C -3.199 -2.712 -2.584 -0.137
C 3.164 -3.770 0.472 -0.407
C 2.416 3.681 2.262 -0.187
C -6.919 -2.345 2.052 -0.959
C 1.253 -0.843 0.655 0.426
C 5.167 0.051 -1.695 1.978
C -5.493 -0.496 2.182 -1.324
C 5.317 2.375 2.140 0.350
C 0.970 -2.157 -4.212 0.486
C 6.088 1.173 -2.242 -1.263
C -1.536 5.391 -0.853 -1.238
C -4.269 2.340 -2.691 -1.427
C -4.136 -0.054 1.789 3.177
C -5.386 -2.308 -2.048 -0.539
C 4.175 2.555 1.096 1.433
C 3.286 -0.381 3.833 -0.678
C -1.592 0.187 5.831 0.277
H 1.189 -1.519 1.487 0.291
H 6.765 0.980 2.400 0.224
H -1.114 1.810 -4.172 -0.029
H 2.085 -0.189 0.909 0.127
H -1.953 -0.810 0.089 -0.910
H 2.772 -4.451 -0.310 0.330
H -7.139 1.196 -1.527 0.248
H -3.471 -0.658 2.404 -1.575
H 1.479 0.325 -6.061 0.082
H -6.635 2.933 -1.389 0.323
H 4.231 -0.374 4.465 0.559
H 4.893 -3.162 2.686 0.329
H 3.916 -0.353 -3.376 0.099
H -5.795 -2.887 -2.915 0.388
H 0.596 -0.167 -3.626 -0.357
H -2.307 -1.409 4.786 -0.326
H -7.362 -1.986 1.107 0.309
H 2.597 -2.979 4.428 0.190
H -2.967 1.658 1.937 0.538
H 0.224 6.039 0.193 0.073
H -2.782 -1.658 -2.546 -0.430
H -0.931 1.423 -0.850 -0.084
H -1.383 2.257 5.456 0.565
H 1.154 4.311 -1.324 0.076
H -2.298 3.075 -4.322 0.446
H -1.779 5.043 -1.855 0.234
H 5.848 -0.062 0.073 0.162
H 2.033 -1.691 -2.542 -0.223
H 0.556 0.737 -1.451 -0.425
H -4.501 -2.492 3.322 0.314
H 0.112 -0.955 4.244 -0.180
H -1.589 -3.683 -3.302 -0.064
H -6.144 -2.284 -1.231 0.002
H 1.677 4.515 2.186 0.269
H -4.557 -1.721 6.851 0.176
H 4.223 0.505 -1.252 -0.624
H 3.489 4.862 -3.500 0.285
H 2.807 -2.266 -4.920 0.315
H -3.583 -2.863 -3.592 0.704
H 3.377 2.055 -8.349 0.461
H 0.614 5.295 -2.738 0.471
H 6.911 0.662 -2.797 0.396
H 5.592 1.828 -2.903 0.164
H -2.176 6.189 -0.714 0.570
H -1.200 -1.771 5.996 0.281
H 4.887 2.399 3.138 0.374
H -0.630 -1.277 -3.128 -0.520
H 0.928 -2.945 -2.182 -0.118
H -6.247 -0.090 1.475 0.467
H -4.897 -0.630 8.242 0.286
H -3.629 -5.395 -1.897 0.288
H -0.371 7.623 -1.969 0.351
H -6.856 -3.426 1.995 0.284
H -3.317 1.240 6.765 0.469
H -3.782 -4.927 1.980 0.210
H -5.615 -0.137 3.200 0.492
H -7.497 -1.955 2.936 0.311
H 3.039 -2.164 5.923 0.491
H -4.055 -2.079 8.629 0.251
H -2.958 -2.752 1.530 -0.069
H -4.385 -1.224 0.175 -0.381
H 5.251 0.371 2.440 0.041
H 5.440 -3.107 -0.817 0.319
H -4.636 2.831 -3.607 0.534
H -2.858 -0.009 -4.407 0.179
H -3.974 3.197 -2.027 0.292
H 2.914 3.742 3.251 0.296
H 3.448 -1.092 2.992 -0.192
H -2.866 0.888 -2.160 -1.130
H 7.120 3.052 1.094 0.352
H 3.946 3.540 -2.505 0.077
H -4.550 2.013 1.431 0.361
H 6.167 4.420 1.593 0.314
H 3.110 0.629 3.384 -0.009
H -2.737 -5.752 2.995 0.489
H 4.699 -5.121 1.053 0.396
H 3.524 1.653 1.033 -1.102
H -0.610 -0.699 -4.844 0.523
H -2.171 1.346 4.148 0.168
H 4.942 -2.044 1.304 -0.211
H -0.342 0.399 1.459 -0.458
H 6.329 -3.096 1.641 0.401
H 1.518 -1.357 -0.282 -1.035
H 1.329 -2.673 5.516 0.373
H -4.209 -5.275 3.727 0.372
H -0.367 1.312 4.445 0.317
H -2.073 -5.959 -2.538 0.440
H -5.270 -1.259 -2.449 0.058
H 4.635 2.558 0.077 -0.248
H 2.126 3.491 -5.091 0.429
H -1.638 4.570 -0.166 0.300
H -1.025 -2.957 -0.874 -0.534
H -1.730 -4.330 -0.422 0.375
H 3.104 -2.727 0.154 -0.470
H -3.803 -0.147 5.686 -0.237
H -6.987 2.303 -2.952 0.328
H 0.708 1.754 -0.030 0.252
H 5.285 4.481 -3.517 0.271
H -4.137 1.596 3.156 0.529
H -1.634 -2.110 2.474 -0.634
H 3.625 1.093 -6.093 0.166
H 4.424 3.078 -7.311 0.288
H 2.435 -3.411 -3.019 0.539
H -3.418 -5.152 -3.588 0.438
H -4.277 0.372 -0.263 -0.471
H 2.349 2.056 -4.193 -0.021
H 1.932 -0.140 5.484 0.335
H 1.883 5.889 -1.589 0.398
H 5.517 -1.152 -3.469 0.457
H 4.303 -1.864 -2.443 -0.016
H 2.011 2.657 2.171 -0.172
H -1.350 2.974 -2.755 -0.120
H -4.361 0.244 -4.080 0.381
H 0.401 -2.926 -4.760 0.248
H -0.920 0.235 6.703 0.558
H 2.560 -3.845 1.358 0.424
H -1.483 -3.620 1.821 1.137
H 1.154 1.238 -7.337 0.220
H 7.118 3.463 2.857 0.399
H 2.703 3.494 -7.604 0.382
H -2.178 -3.748 4.307 0.439
H 6.531 1.809 -1.469 0.199
```

The max |F| is 0.0667 Eh/bohr. The HOMO energy is -8.8 eV. The value obtained for the gap between HOMO and LUMO is 9.146 eV. The calculation puts the energy above the lowest of the compared OMol25 structures with the same formula, charge and spin at 46.4 kcal per mole.

=====

[2]
ORCA calculation (wB97M-V/def2-TZVPD) on a molecular structure, C5H7N.

```
13
Properties=species:S:1:pos:R:3:mulliken_charge:R:1
N 1.207 0.285 1.678 -0.524
C 1.442 0.197 0.211 -0.520
C -1.000 -0.318 -0.724 -0.156
C -1.274 0.915 -1.141 -0.788
C 0.203 -0.734 0.076 0.094
C 0.175 -0.464 1.565 -0.101
H 0.476 -1.768 -0.164 0.367
H 1.366 1.171 -0.279 0.230
H 2.406 -0.257 -0.039 0.262
H -0.610 1.755 -0.955 0.199
H -2.188 1.131 -1.687 0.257
H -1.716 -1.112 -0.935 0.315
H -0.500 -0.772 2.366 0.365
```

The max |F| is 0.0070 Eh/bohr. The HOMO energy is -9.6 eV. The value obtained for the gap between HOMO and LUMO is 10.739 eV. The calculation puts the energy above the lowest of the compared OMol25 structures with the same formula, charge and spin at 51.2 kcal per mole.

=====

| no. | M (g mol⁻¹) |
| --- | --- |
| 1 | 955.5 |
| 2 | 81.1 |